Entry 1:
Density functional theory data (ωB97M-V/def2-TZVPD) for a 2-piece molecular cluster, C16H24N2O4 overall at a distorted geometry.

LUMO = -0.82 eV
SMILES = NCCCCN1C(=O)c2ccccc2C1=O.COCCOC
total energy = -1034.277575 Eh
HOMO level = -9.2 eV
orbital gap = 8.344 eV

Geometry as ORCA input:
```
! RIJCOSX wB97M-V def2-TZVPD def2/J DEFGRID3
* xyz 0 1
N -1.572 1.261 -0.439
C -1.240 0.970 -1.874
C 0.375 1.043 -2.124
C 0.926 -0.480 -2.338
C 0.949 -1.148 -0.884
N 1.144 -2.634 -0.852
C 0.076 -3.081 0.101
O 0.212 -3.334 1.330
C -1.211 -3.204 -0.834
C -2.726 -3.115 -0.552
C -3.668 -3.256 -1.807
C -3.123 -3.513 -3.257
C -1.570 -3.594 -3.522
C -0.669 -3.429 -2.279
C 0.912 -3.398 -2.087
O 1.825 -3.904 -2.797
H -0.699 1.340 0.115
H -2.133 0.515 -0.008
H -1.604 -0.094 -2.157
H -1.814 1.697 -2.548
H 0.486 1.575 -3.141
H 0.911 1.597 -1.284
H 0.208 -0.954 -3.085
H 1.996 -0.418 -2.770
H 0.034 -0.817 -0.252
H 1.859 -0.690 -0.330
H -3.102 -2.921 0.503
H -4.796 -3.169 -1.661
H -3.834 -3.608 -4.146
H -1.108 -3.756 -4.547
C 1.636 0.899 2.984
O 0.798 1.770 2.232
C -0.004 2.609 3.062
C 0.635 3.983 3.279
O 1.876 3.892 3.969
C 2.992 3.863 3.088
H 2.455 0.576 2.338
H 2.061 1.385 3.864
H 1.066 0.019 3.299
H -0.210 2.115 4.017
H -0.959 2.749 2.545
H -0.040 4.574 3.909
H 0.756 4.515 2.331
H 3.254 4.884 2.792
H 2.803 3.267 2.193
H 3.835 3.422 3.625
*
```

=====

Entry 2:
Density functional theory data (ωB97M-V/def2-TZVPD) for one molecule with the formula C16H24N2O4S at a distorted geometry.

LUMO = 0.66 eV
SMILES = CCOc1ccc(NC(=O)C2CCN(S(=O)(=O)CC)CC2)cc1
total energy = -1432.751445 Eh
HOMO level = -7.9 eV
orbital gap = 8.527 eV

Geometry as ORCA input:
```
! RIJCOSX wB97M-V def2-TZVPD def2/J DEFGRID3
* xyz 0 1
C -0.041 5.653 6.506
C -0.487 4.854 5.291
O 0.550 3.949 4.969
C 0.388 3.109 3.912
C 1.447 2.237 3.655
C 1.397 1.341 2.611
C 0.274 1.294 1.787
N 0.155 0.412 0.704
C 1.029 -0.532 0.268
O 2.102 -0.776 0.776
C 0.542 -1.240 -0.995
C 0.996 -2.704 -1.007
C 1.043 -3.236 -2.447
N 0.144 -2.507 -3.322
S -1.492 -2.805 -3.079
O -1.641 -3.985 -2.281
O -2.183 -1.614 -2.655
C -2.021 -3.175 -4.777
C -1.276 -4.397 -5.261
C 0.498 -1.111 -3.486
C 1.131 -0.523 -2.216
C -0.782 2.162 2.040
C -0.733 3.062 3.089
H 0.876 6.189 6.280
H 0.147 4.984 7.341
H -0.813 6.365 6.785
H -0.678 5.528 4.444
H -1.412 4.305 5.518
H 2.311 2.281 4.299
H 2.220 0.672 2.426
H -0.715 0.493 0.196
H -0.549 -1.193 -1.059
H 1.983 -2.770 -0.546
H 0.297 -3.300 -0.421
H 0.740 -4.281 -2.477
H 2.046 -3.145 -2.873
H -1.805 -2.287 -5.362
H -3.095 -3.336 -4.731
H -1.447 -5.217 -4.568
H -1.611 -4.693 -6.252
H -0.209 -4.189 -5.294
H -0.425 -0.581 -3.723
H 1.185 -1.023 -4.336
H 0.934 0.549 -2.170
H 2.213 -0.670 -2.219
H -1.660 2.135 1.409
H -1.574 3.718 3.252
*
```

=====

Entry 3:
Density functional theory data (ωB97M-V/def2-TZVPD) for one molecule with the formula C16H24N2O4S2 at a distorted geometry.

LUMO = 0.12 eV
SMILES = C[C@H]1CCCCN1S(=O)(=O)c1ccc(S(=O)(=O)N2CCCC2)cc1
total energy = -1830.911526 Eh
HOMO level = -9.6 eV
orbital gap = 9.681 eV

Geometry as ORCA input:
```
! RIJCOSX wB97M-V def2-TZVPD def2/J DEFGRID3
* xyz 0 1
C 4.461 -2.263 -2.403
C 2.989 -1.899 -2.599
C 2.211 -2.943 -3.408
C 1.964 -4.215 -2.601
C 1.252 -3.868 -1.298
C 2.073 -2.845 -0.518
N 2.293 -1.676 -1.341
S 2.743 -0.330 -0.472
O 3.128 0.692 -1.399
O 3.640 -0.651 0.603
C 1.150 0.111 0.236
C 0.120 0.421 -0.635
C -1.121 0.754 -0.120
C -1.298 0.767 1.252
S -2.917 1.213 1.886
O -2.875 1.155 3.321
O -3.909 0.433 1.207
N -3.008 2.784 1.294
C -4.357 3.288 1.067
C -4.696 4.223 2.247
C -3.440 4.204 3.127
C -2.347 3.741 2.162
C -0.270 0.458 2.123
C 0.974 0.125 1.606
H 4.968 -2.286 -3.364
H 4.930 -1.509 -1.775
H 4.577 -3.233 -1.926
H 2.949 -0.934 -3.115
H 2.766 -3.172 -4.319
H 1.248 -2.515 -3.693
H 2.912 -4.710 -2.381
H 1.356 -4.908 -3.186
H 1.108 -4.760 -0.687
H 0.273 -3.439 -1.520
H 1.533 -2.510 0.371
H 3.023 -3.284 -0.187
H 0.312 0.400 -1.696
H -1.959 0.998 -0.753
H -4.361 3.830 0.117
H -5.027 2.433 0.985
H -5.571 3.876 2.792
H -4.896 5.230 1.881
H -3.541 3.461 3.918
H -3.221 5.173 3.571
H -1.979 4.567 1.546
H -1.508 3.258 2.660
H -0.462 0.477 3.184
H 1.811 -0.123 2.240
*
```

=====

Entry 4:
Density functional theory data (ωB97M-V/def2-TZVPD) for C16H24N2O6PPtS5 as an isolated structure.

LUMO (spin up / spin down) = 4.54 / 4.54 eV
total energy = -3636.809890 Eh
HOMO level (spin up / spin down) = -1.4 / -1.3 eV
orbital gap (spin up / spin down) = 5.954 / 5.851 eV

Geometry as ORCA input:
```
! RIJCOSX wB97M-V def2-TZVPD def2/J DEFGRID3
* xyz -2 2
Pt -0.220 0.477 0.045
C -4.895 3.496 1.833
C -4.093 4.035 0.664
O -4.207 3.165 -0.448
P -2.746 2.528 -1.018
S -2.379 1.155 0.488
S -0.105 2.018 -1.601
O -3.464 1.633 -2.200
C -3.123 1.957 -3.540
C -4.008 3.065 -4.085
H -4.813 4.163 2.697
H -4.517 2.512 2.109
H -5.948 3.401 1.561
H -3.045 4.154 0.961
H -4.464 5.025 0.368
H -3.255 1.039 -4.117
H -2.065 2.230 -3.598
H -5.057 2.766 -4.067
H -3.727 3.308 -5.114
H -3.902 3.964 -3.476
C 2.624 5.885 -1.858
C 2.797 4.438 -1.482
C 3.106 3.484 -2.441
C 3.187 2.138 -2.105
C 2.970 1.752 -0.797
C 2.682 2.692 0.183
C 2.594 4.025 -0.166
S 3.131 0.051 -0.335
O 3.908 0.053 0.896
O 3.785 -0.628 -1.445
N 1.642 -0.466 -0.118
C 1.653 -1.759 0.584
C 0.318 -2.105 1.223
O 0.144 -3.224 1.700
O -0.564 -1.163 1.271
H 3.048 6.092 -2.842
H 3.102 6.547 -1.132
H 1.562 6.143 -1.890
H 3.258 3.791 -3.470
H 3.408 1.380 -2.843
H 2.505 2.363 1.199
H 2.337 4.760 0.590
H 2.350 -1.732 1.430
H 1.960 -2.582 -0.067
S 1.561 0.704 3.492
C 0.074 0.129 3.871
N -1.099 0.604 3.442
C -2.282 -0.198 3.701
C -1.788 -1.608 4.002
S -0.192 -1.340 4.825
H -1.087 1.234 2.644
H -2.925 -0.176 2.821
H -2.831 0.210 4.559
H -1.594 -2.165 3.085
H -2.468 -2.154 4.655
*
```